No. 1
129
Properties=species:S:1:pos:R:3:lowdin_charge:R:1 method="wB97M-V/def2-TZVPD" multiplicity=1 smiles=CC(C)O.CC(C)O.CC(C)O.CC(C)O.CC(C)O.CC(C)O.CC(C)O.CCO.CCO.CCO.CCO.CCO charge=0
C -1.19 4.01 -5.07 -0.09
C -1.00 3.12 -3.87 -0.28
O -1.71 1.94 -4.28 -0.11
H -2.24 4.31 -5.08 0.08
H -0.96 3.52 -6.01 0.08
H -0.57 4.90 -4.96 0.08
H -1.39 3.60 -2.98 0.10
H 0.02 2.74 -3.84 0.10
H -2.62 2.17 -4.07 0.09
C 1.62 0.00 6.04 -0.07
C 0.96 -0.65 4.81 -0.28
O -0.26 -1.26 5.24 -0.10
H 1.08 0.78 6.57 0.07
H 2.60 0.41 5.79 0.07
H 1.79 -0.82 6.74 0.07
H 1.60 -1.29 4.21 0.12
H 0.74 0.19 4.14 0.08
H -0.05 -2.01 5.81 0.10
C -2.24 -2.36 -2.13 -0.08
C -2.52 -3.38 -3.26 -0.30
O -3.44 -4.33 -2.77 -0.08
H -1.88 -2.76 -1.18 0.03
H -3.08 -1.73 -1.83 0.08
H -1.51 -1.69 -2.59 0.05
H -1.60 -3.77 -3.69 0.11
H -2.95 -2.84 -4.11 0.10
H -3.43 -5.18 -3.22 0.08
C 2.74 1.30 -3.55 -0.09
C 2.99 2.57 -2.85 -0.34
O 3.75 3.42 -3.71 -0.07
H 2.23 0.61 -2.88 0.07
H 3.70 0.92 -3.89 0.08
H 2.15 1.39 -4.47 0.07
H 3.67 2.38 -2.02 0.10
H 2.12 3.09 -2.46 0.11
H 4.20 4.13 -3.25 0.08
C -2.75 4.45 0.25 -0.08
C -3.76 3.60 -0.40 -0.35
O -3.94 4.02 -1.73 -0.08
H -1.77 4.34 -0.23 0.07
H -2.61 4.12 1.28 0.07
H -3.12 5.47 0.16 0.08
H -4.70 3.70 0.15 0.11
H -3.54 2.53 -0.37 0.10
H -4.29 4.92 -1.72 0.08
C 0.53 -4.48 -0.05 -0.04
C 1.42 -4.18 1.13 -0.51
C 1.51 -5.40 2.06 -0.05
O 2.73 -3.84 0.75 -0.06
H 0.98 -5.30 -0.61 0.09
H 0.37 -3.64 -0.72 0.06
H -0.47 -4.72 0.30 0.07
H 1.00 -3.39 1.76 0.12
H 2.15 -5.24 2.92 0.08
H 1.89 -6.28 1.55 0.08
H 0.51 -5.56 2.46 0.06
H 2.69 -2.97 0.34 0.01
C 4.44 -0.93 0.82 -0.05
C 3.81 -0.83 -0.57 -0.46
C 4.79 -1.29 -1.61 -0.05
O 2.61 -1.63 -0.62 -0.06
H 3.85 -0.47 1.61 0.07
H 5.39 -0.40 0.72 0.08
H 4.59 -1.96 1.14 0.08
H 3.71 0.25 -0.69 0.11
H 5.74 -0.78 -1.46 0.09
H 4.34 -1.03 -2.57 0.07
H 4.99 -2.37 -1.60 0.09
H 2.13 -1.47 -1.44 0.10
C -3.34 2.54 4.35 -0.03
C -2.08 1.77 4.85 -0.48
C -2.21 1.28 6.28 -0.04
O -1.95 0.68 4.01 -0.08
H -4.25 2.01 4.63 0.08
H -3.43 2.77 3.29 0.06
H -3.37 3.53 4.80 0.08
H -1.18 2.36 4.69 0.14
H -1.25 0.87 6.58 0.05
H -2.91 0.45 6.38 0.10
H -2.40 2.06 7.03 0.09
H -1.40 0.01 4.43 0.04
C 3.56 4.18 0.88 -0.04
C 2.51 3.14 1.40 -0.47
C 2.48 2.86 2.90 -0.05
O 1.25 3.66 1.05 -0.07
H 3.47 5.16 1.35 0.08
H 3.45 4.41 -0.18 0.05
H 4.59 3.82 0.92 0.07
H 2.66 2.18 0.89 0.11
H 1.83 2.01 3.13 0.06
H 2.23 3.75 3.48 0.09
H 3.48 2.61 3.27 0.07
H 0.63 2.97 1.28 0.03
C 1.45 -0.87 -6.61 -0.05
C -0.01 -0.44 -6.21 -0.44
C -1.13 -1.24 -7.01 -0.04
O -0.16 -0.55 -4.78 -0.08
H 1.65 -0.78 -7.67 0.07
H 1.45 -1.95 -6.46 0.07
H 2.26 -0.42 -6.03 0.06
H -0.08 0.61 -6.50 0.12
H -0.95 -1.15 -8.08 0.07
H -2.07 -0.75 -6.77 0.06
H -1.27 -2.29 -6.76 0.07
H -0.76 0.15 -4.50 0.04
C -3.21 -3.87 1.36 -0.03
C -2.26 -3.94 2.57 -0.53
C -2.63 -3.01 3.70 -0.06
O -2.44 -5.21 3.05 -0.04
H -4.24 -4.08 1.66 0.09
H -2.96 -4.61 0.61 0.07
H -3.14 -2.92 0.84 0.07
H -1.24 -3.69 2.31 0.11
H -3.64 -3.31 4.00 0.09
H -2.57 -1.95 3.46 0.07
H -2.03 -3.13 4.60 0.07
H -1.80 -5.41 3.73 0.09
C -0.59 1.30 -0.77 -0.02
C -1.14 0.80 0.56 -0.47
C -0.52 -0.51 1.02 -0.03
O -0.89 1.68 1.61 -0.07
H -1.07 2.25 -1.02 0.06
H -0.90 0.67 -1.60 0.07
H 0.50 1.39 -0.79 0.08
H -2.23 0.69 0.55 0.13
H -0.75 -1.32 0.34 0.07
H -0.85 -0.77 2.03 0.06
H 0.56 -0.42 1.18 0.08
H -1.25 1.30 2.41 0.04


No. 2
138
Properties=species:S:1:pos:R:3:lowdin_charge:R:1 method="wB97M-V/def2-TZVPD" multiplicity=1 charge=+1
Zr -2.56 2.37 0.19 2.12
C -1.52 6.48 0.37 -0.04
C -0.14 5.82 0.20 -0.49
C 0.84 7.00 0.47 -0.13
C 2.27 6.54 0.77 -0.17
C 2.31 5.43 1.82 -0.11
C 1.38 4.25 1.46 -0.48
N 0.03 4.68 1.11 -0.11
O -0.78 3.61 0.77 -0.35
C 1.28 3.42 2.75 -0.03
C 2.07 3.36 0.41 -0.03
C 0.04 5.45 -1.28 -0.02
H -1.66 6.89 1.37 0.09
H -2.32 5.73 0.33 0.05
H -1.69 7.22 -0.41 0.09
H 0.48 7.52 1.36 0.12
H 0.75 7.70 -0.36 0.12
H 2.81 7.43 1.09 0.12
H 2.76 6.16 -0.14 0.11
H 2.13 5.82 2.82 0.12
H 3.33 5.09 1.64 0.12
H 0.96 4.07 3.56 0.10
H 2.20 2.90 3.02 0.06
H 0.57 2.59 2.64 0.05
H 2.96 2.87 0.82 0.09
H 2.34 3.84 -0.53 0.07
H 1.47 2.50 0.08 0.05
H -0.80 4.85 -1.64 0.05
H 0.97 4.93 -1.48 0.07
H 0.01 6.30 -1.97 0.10
C 1.01 -0.25 1.67 -0.03
C 0.50 -0.96 0.39 -0.47
C 0.79 -2.45 0.70 -0.13
C 0.12 -3.46 -0.20 -0.15
C -1.39 -3.22 -0.13 -0.12
C -1.78 -1.79 -0.57 -0.46
N -0.96 -0.81 0.22 -0.09
O -1.30 0.49 0.01 -0.28
C -3.22 -1.61 -0.09 -0.02
C -1.62 -1.65 -2.07 -0.01
C 1.37 -0.44 -0.72 -0.04
H 0.48 -0.48 2.59 0.08
H 1.10 0.82 1.47 0.06
H 2.05 -0.54 1.80 0.08
H 0.53 -2.62 1.75 0.11
H 1.86 -2.67 0.66 0.11
H 0.37 -4.49 0.05 0.09
H 0.49 -3.31 -1.22 0.10
H -1.89 -3.57 0.78 0.12
H -1.83 -3.94 -0.83 0.12
H -3.71 -2.42 -0.65 0.09
H -3.66 -0.70 -0.50 0.05
H -3.40 -1.65 0.98 0.08
H -2.27 -2.30 -2.67 0.10
H -0.65 -2.05 -2.38 0.07
H -1.86 -0.68 -2.51 0.05
H 1.24 -1.00 -1.65 0.09
H 2.42 -0.63 -0.46 0.07
H 1.26 0.63 -0.86 0.05
F -4.29 1.40 0.76 -0.47
C -0.34 1.94 -2.59 -0.06
O -1.32 2.63 -1.81 -0.27
H 0.64 2.39 -2.39 0.09
H -0.24 0.90 -2.26 0.06
H -0.62 1.89 -3.64 0.08
H -1.50 3.43 -2.31 0.09
C 4.20 -3.07 -1.09 -0.10
O 5.30 -2.63 -1.91 -0.13
H 3.39 -3.39 -1.76 0.07
H 4.55 -3.93 -0.51 0.09
H 3.88 -2.19 -0.54 0.05
H 5.23 -3.01 -2.79 0.09
C 0.73 -3.11 4.93 -0.16
O 0.52 -2.39 6.13 -0.12
H -0.23 -3.42 4.51 0.07
H 1.39 -2.65 4.20 0.07
H 1.17 -4.07 5.24 0.08
H 0.15 -2.97 6.79 0.08
C -2.39 0.48 2.94 -0.09
O -2.07 1.79 2.41 -0.24
H -1.50 -0.14 3.01 0.07
H -2.81 0.62 3.93 0.10
H -3.09 -0.07 2.32 0.05
H -1.33 2.06 2.97 0.09
C 5.62 0.37 -0.08 -0.17
O 6.44 -0.28 -1.03 -0.13
H 5.95 1.41 -0.01 0.09
H 4.61 0.27 -0.49 0.04
H 5.57 -0.09 0.91 0.07
H 6.03 -1.11 -1.34 0.02
C -3.06 -0.24 -5.52 -0.12
O -2.65 0.93 -4.80 -0.14
H -3.95 -0.62 -5.03 0.07
H -3.28 0.04 -6.55 0.09
H -2.27 -0.99 -5.56 0.08
H -1.92 1.38 -5.22 0.07
C 0.08 -7.09 1.14 -0.16
O 0.37 -7.30 2.52 -0.12
H 0.18 -8.06 0.64 0.08
H -0.89 -6.64 0.91 0.08
H 0.91 -6.50 0.75 0.06
H -0.44 -7.17 3.02 0.07
C 3.53 1.20 -2.83 -0.16
O 3.28 2.17 -3.82 -0.11
H 2.64 0.57 -2.66 0.05
H 4.29 0.44 -3.04 0.09
H 3.63 1.71 -1.87 0.07
H 3.83 1.99 -4.58 0.08
C -3.66 -2.45 4.34 -0.16
O -4.89 -2.76 3.69 -0.11
H -3.18 -3.34 4.73 0.08
H -2.87 -2.20 3.61 0.05
H -3.87 -1.73 5.13 0.09
H -5.32 -1.93 3.48 0.07
C -4.84 0.92 -2.30 -0.07
O -3.50 1.16 -1.81 -0.27
H -5.19 1.86 -2.72 0.09
H -4.81 0.21 -3.12 0.08
H -5.45 0.62 -1.45 0.09
H -2.86 0.73 -2.40 0.03
C 1.82 -2.93 -4.89 -0.15
O 2.08 -4.02 -4.02 -0.12
H 2.47 -2.11 -4.57 0.07
H 2.04 -3.10 -5.95 0.08
H 0.81 -2.56 -4.73 0.07
H 1.26 -4.50 -3.85 0.07
C 3.93 1.09 3.62 -0.16
O 3.96 1.01 5.04 -0.11
H 4.50 1.96 3.34 0.09
H 4.22 0.22 3.02 0.07
H 2.86 1.17 3.43 0.05
H 3.38 0.36 5.44 0.07
C -6.38 -4.94 -1.00 -0.17
O -6.88 -6.08 -0.31 -0.12
H -7.03 -4.10 -0.74 0.08
H -5.34 -4.77 -0.73 0.06
H -6.33 -5.10 -2.09 0.08
H -7.39 -6.59 -0.95 0.07


No. 3
152
Properties=species:S:1:pos:R:3:lowdin_charge:R:1 method="wB97M-V/def2-TZVPD" multiplicity=1 charge=0
C 20.25 -2.57 -27.23 -0.61
O 20.53 -1.47 -27.68 0.01
N 19.00 -2.99 -26.88 0.19
N 21.19 -3.56 -27.11 0.17
H 18.83 -3.97 -26.73 0.10
H 18.21 -2.37 -26.74 0.08
H 22.08 -3.29 -27.50 0.08
H 21.04 -4.45 -26.70 0.10
C 26.70 1.62 -23.31 -0.67
O 27.31 2.61 -23.70 0.01
N 27.24 0.36 -23.36 0.16
N 25.41 1.64 -22.86 0.16
H 28.13 0.20 -23.80 0.09
H 26.65 -0.40 -23.07 0.06
H 25.02 2.58 -22.77 0.05
H 24.94 0.79 -22.59 0.06
C 24.18 5.37 -23.57 -0.64
O 24.51 4.30 -23.06 0.01
N 24.39 6.56 -22.92 0.16
N 23.70 5.52 -24.84 0.19
H 24.37 7.42 -23.44 0.09
H 24.86 6.53 -22.03 0.11
H 23.56 6.44 -25.21 0.10
H 23.85 4.73 -25.45 0.08
C 20.08 4.34 -28.48 -0.66
O 20.39 4.45 -29.66 0.00
N 19.67 3.16 -27.91 0.17
N 20.08 5.37 -27.56 0.15
H 19.33 3.19 -26.97 0.05
H 19.60 2.35 -28.54 0.05
H 19.97 5.05 -26.61 0.04
H 20.26 6.31 -27.84 0.09
C 19.45 4.89 -24.03 -0.64
O 19.42 4.12 -24.98 -0.01
N 20.53 5.04 -23.21 0.19
N 18.39 5.70 -23.71 0.16
H 21.40 4.58 -23.42 0.07
H 20.41 5.58 -22.37 0.11
H 18.37 6.19 -22.84 0.10
H 17.57 5.55 -24.26 0.10
C 24.24 -1.87 -24.02 -0.65
O 24.35 -1.22 -22.98 -0.02
N 24.19 -3.24 -24.04 0.16
N 23.97 -1.25 -25.20 0.20
H 24.12 -3.66 -23.14 0.10
H 23.89 -3.73 -24.87 0.09
H 23.85 -0.25 -25.21 0.07
H 24.02 -1.79 -26.05 0.09
C 16.40 1.83 -21.78 -0.67
O 16.47 0.98 -20.90 0.02
N 15.36 2.69 -21.92 0.15
N 17.39 1.99 -22.73 0.18
H 14.70 2.66 -21.15 0.11
H 15.36 3.47 -22.54 0.09
H 18.20 1.40 -22.69 0.08
H 17.39 2.80 -23.32 0.07
C 17.57 1.62 -30.40 -0.04
C 18.49 0.43 -30.21 -0.46
C 19.39 0.21 -31.43 -0.05
O 19.33 0.70 -29.08 -0.11
H 18.04 2.60 -30.28 0.08
H 16.73 1.62 -29.71 0.06
H 17.16 1.58 -31.42 0.08
H 17.92 -0.49 -30.05 0.14
H 19.97 1.13 -31.51 0.09
H 18.84 0.09 -32.37 0.08
H 19.99 -0.69 -31.30 0.08
H 19.63 -0.17 -28.77 0.05
C 22.58 -2.25 -19.26 -0.05
C 21.53 -1.23 -19.63 -0.50
C 21.30 -1.08 -21.13 -0.05
O 20.28 -1.50 -18.99 -0.05
H 22.71 -2.23 -18.18 0.08
H 23.48 -2.02 -19.84 0.07
H 22.31 -3.29 -19.47 0.08
H 21.90 -0.27 -19.25 0.12
H 21.10 -2.03 -21.64 0.08
H 22.20 -0.60 -21.52 0.06
H 20.46 -0.40 -21.26 0.07
H 19.66 -0.79 -19.16 0.08
C 26.48 5.51 -27.78 -0.07
C 25.95 4.10 -27.90 -0.48
C 26.75 3.15 -26.99 -0.04
O 24.60 4.15 -27.46 -0.07
H 27.42 5.63 -28.32 0.08
H 26.63 5.88 -26.76 0.08
H 25.82 6.25 -28.24 0.08
H 26.03 3.75 -28.94 0.13
H 27.72 2.89 -27.41 0.08
H 26.16 2.26 -26.76 0.07
H 27.00 3.68 -26.06 0.07
H 24.24 3.26 -27.32 0.07
C 20.88 1.24 -25.35 -0.04
C 21.92 2.16 -24.76 -0.46
C 21.91 2.03 -23.24 -0.05
O 23.24 1.86 -25.25 -0.07
H 20.89 1.36 -26.44 0.06
H 19.89 1.28 -24.93 0.06
H 21.22 0.20 -25.21 0.08
H 21.72 3.20 -25.03 0.10
H 22.09 1.00 -22.93 0.06
H 20.93 2.35 -22.88 0.07
H 22.56 2.73 -22.69 0.06
H 23.87 2.44 -24.80 0.06
C 17.91 -2.98 -22.37 -0.05
C 17.56 -1.59 -22.94 -0.43
C 18.64 -0.99 -23.79 -0.06
O 16.42 -1.90 -23.79 -0.06
H 18.86 -2.95 -21.82 0.06
H 18.12 -3.69 -23.17 0.08
H 17.18 -3.37 -21.67 0.08
H 17.31 -1.02 -22.04 0.12
H 18.99 -1.50 -24.69 0.08
H 19.60 -0.81 -23.31 0.07
H 18.25 -0.03 -24.15 0.05
H 15.65 -1.99 -23.23 0.10
C 24.35 -0.83 -30.42 -0.06
C 23.81 -0.54 -29.02 -0.47
C 22.89 0.67 -29.09 -0.05
O 22.98 -1.63 -28.65 -0.10
H 23.53 -0.86 -31.14 0.08
H 24.85 -1.80 -30.37 0.08
H 25.10 -0.12 -30.78 0.08
H 24.61 -0.37 -28.29 0.13
H 22.45 0.94 -28.12 0.07
H 22.01 0.53 -29.73 0.07
H 23.35 1.61 -29.42 0.08
H 22.09 -1.38 -28.34 0.02
C 14.65 0.52 -26.26 -0.05
C 16.02 0.39 -26.93 -0.46
C 16.89 1.62 -26.67 -0.05
O 16.64 -0.80 -26.42 -0.08
H 14.65 0.41 -25.18 0.08
H 13.99 -0.23 -26.71 0.08
H 14.23 1.51 -26.46 0.08
H 15.91 0.25 -28.00 0.12
H 16.77 2.01 -25.65 0.06
H 16.60 2.40 -27.37 0.08
H 17.93 1.36 -26.85 0.06
H 16.70 -0.68 -25.46 0.04
C 24.05 2.19 -19.35 -0.05
C 24.76 0.89 -18.95 -0.46
C 26.09 0.72 -19.67 -0.04
O 25.03 0.97 -17.54 -0.07
H 23.02 2.16 -18.98 0.07
H 23.95 2.27 -20.43 0.06
H 24.57 3.03 -18.91 0.09
H 24.10 0.03 -19.06 0.10
H 26.92 0.49 -19.00 0.08
H 26.38 1.61 -20.22 0.07
H 25.99 -0.14 -20.33 0.07
H 24.22 0.83 -17.04 0.08


For the records above, the corresponding relative energy (zero: lowest compared OMol25 entry of this formula, charge and spin) values read 231.2, 110.0, 0.0 kJ/mol.